{"formula": "C30H28BaN2Si", "method": "the ωB97M-V functional and the def2-TZVPD basis", "max_force_ev_per_a": 2.34, "e_homo_ev": [-4.992, -3.876], "energy_ha": -1584.371823, "homo_lumo_gap_ev": [3.73, 1.95], "molar_mass_da": 582.0, "multiplicity": 1, "symbols": ["C", "C", "C", "H", "C", "C", "H", "H", "H", "H", "Ba", "C", "H", "H", "H", "Si", "C", "C", "H", "C", "H", "C", "H", "C", "H", "C", "H", "C", "C", "H", "C", "H", "C", "H", "C", "H", "C", "H", "H", "H", "C", "C", "N", "C", "C", "C", "C", "C", "C", "C", "C", "C", "N", "C", "H", "H", "H", "H", "H", "H", "H", "H"], "coordinates": [[2.550, -3.365, 0.470], [2.214, -2.719, -0.754], [2.468, -1.328, -0.600], [1.885, -3.215, -1.666], [2.962, -1.117, 0.716], [3.013, -2.373, 1.375], [3.393, -2.567, 2.385], [2.531, -4.442, 0.652], [2.346, -0.569, -1.369], [3.268, -0.155, 1.134], [0.151, -1.659, 1.165], [-1.001, 3.131, -0.160], [-0.101, 3.662, 0.176], [-1.484, 2.682, 0.728], [-0.738, 2.231, -0.794], [0.196, 2.474, -2.646], [-0.752, 1.975, -4.178], [-0.225, 0.926, -4.963], [0.621, 0.351, -4.584], [-0.776, 0.630, -6.210], [-0.312, -0.126, -6.838], [-1.915, 1.304, -6.664], [-2.338, 1.081, -7.645], [-2.515, 2.271, -5.845], [-3.414, 2.790, -6.181], [-1.965, 2.583, -4.589], [-2.453, 3.298, -3.924], [1.858, 3.152, -3.119], [2.220, 3.565, -4.420], [1.560, 3.349, -5.269], [3.420, 4.258, -4.640], [3.683, 4.587, -5.649], [4.285, 4.536, -3.569], [5.222, 5.071, -3.747], [3.934, 4.118, -2.280], [4.594, 4.362, -1.442], [2.765, 3.399, -2.058], [2.522, 3.035, -1.056], [-1.723, 3.804, -0.626], [-0.438, 3.807, -2.057], [-3.877, 0.003, 3.340], [-2.764, -0.282, 2.546], [-1.884, -1.258, 2.872], [-2.098, -2.043, 3.960], [-3.229, -1.816, 4.807], [-4.109, -0.765, 4.468], [-3.392, -2.646, 5.961], [-2.491, -3.634, 6.274], [-1.349, -3.897, 5.468], [-0.392, -4.873, 5.802], [0.719, -5.057, 4.989], [0.845, -4.270, 3.829], [-0.054, -3.313, 3.491], [-1.142, -3.111, 4.287], [-4.539, 0.820, 3.056], [-2.555, 0.266, 1.623], [-4.967, -0.576, 5.118], [-4.259, -2.456, 6.598], [-2.633, -4.237, 7.171], [-0.532, -5.460, 6.709], [1.492, -5.790, 5.228], [1.696, -4.405, 3.145]], "atomic_forces_ev_per_a": [[-0.2, 0.3, -0.1], [0.1, 0.3, 0.4], [0.2, -0.4, 0.2], [0.1, 0.2, 0.3], [-0.1, -0.1, -0.2], [-0.1, -0.1, 0.1], [-0.2, 0.2, -0.5], [0.0, 0.4, -0.1], [0.0, -0.1, 0.2], [0.0, -0.3, -0.2], [0.8, -0.1, -0.7], [-0.9, -1.3, 1.7], [-0.2, -0.2, -0.4], [0.0, 0.3, 0.3], [-0.4, 1.3, 0.9], [-0.3, 0.2, 0.4], [-0.5, 0.0, -0.5], [-0.5, 0.5, -0.3], [0.0, 0.2, -0.2], [-0.1, 0.0, 0.2], [-0.1, 0.0, 0.1], [0.1, 0.3, 0.3], [0.1, 0.1, 0.3], [0.1, -0.2, 0.5], [0.2, -0.2, 0.1], [0.5, -0.5, -0.6], [0.2, 0.0, -0.3], [1.1, 0.3, -0.4], [0.4, 0.1, 0.4], [0.2, 0.1, 0.4], [0.1, -0.2, 0.3], [-0.1, -0.1, 0.3], [-0.5, -0.1, -0.2], [-0.3, -0.1, 0.1], [0.3, 0.0, 0.0], [-0.2, -0.2, -0.3], [-0.2, 0.2, -0.7], [0.0, 0.2, -0.2], [0.2, -0.2, 0.0], [0.7, -0.9, -1.6], [0.0, 0.1, -0.3], [0.4, -1.0, 0.8], [-0.6, 0.4, -0.2], [-0.3, 0.1, 0.3], [0.8, -0.1, -0.7], [0.1, -0.2, 0.2], [0.3, -0.7, 0.5], [-1.0, 0.6, 0.2], [0.3, 0.5, -0.8], [0.3, 0.1, -0.3], [-0.2, 0.1, 0.0], [-0.9, 0.8, -0.1], [0.5, -0.8, 0.2], [0.1, -0.2, 0.4], [0.1, -0.2, 0.1], [-0.1, 0.0, 0.3], [0.2, 0.0, -0.2], [0.3, -0.1, -0.1], [0.0, 0.2, -0.2], [0.1, 0.1, -0.2], [-0.3, 0.2, -0.1], [-0.4, 0.2, 0.3]], "lowdin_charge": [-0.27, -0.26, -0.28, 0.09, -0.30, -0.30, 0.09, 0.09, 0.08, 0.09, 1.79, -0.21, 0.03, -0.01, -0.12, 0.70, -0.37, -0.14, 0.09, -0.11, 0.09, -0.12, 0.09, -0.11, 0.09, -0.11, 0.09, -0.36, -0.10, 0.10, -0.10, 0.09, -0.11, 0.09, -0.12, 0.10, -0.14, 0.08, 0.01, -0.01, -0.05, -0.14, -0.13, -0.16, -0.15, 0.00, -0.02, -0.02, -0.15, 0.00, -0.04, -0.10, -0.02, -0.15, 0.11, 0.10, 0.12, 0.12, 0.12, 0.12, 0.11, 0.10]}

{"formula": "C30H28BrF6KN5O4S2", "method": "the ωB97M-V functional and the def2-TZVPD basis", "max_force_ev_per_a": 0.56, "e_homo_ev": -3.909, "charge": -1, "energy_ha": -6304.374952, "homo_lumo_gap_ev": 6.02, "molar_mass_da": 819.7, "multiplicity": 1, "symbols": ["K", "C", "C", "C", "C", "C", "Br", "N", "C", "H", "H", "H", "H", "H", "H", "F", "C", "F", "F", "S", "O", "O", "N", "S", "O", "O", "C", "F", "F", "F", "C", "C", "C", "C", "C", "C", "C", "N", "C", "N", "C", "C", "C", "C", "C", "C", "C", "N", "C", "C", "C", "C", "C", "C", "C", "H", "H", "H", "H", "H", "H", "H", "H", "H", "H", "H", "H", "H", "H", "H", "H", "H", "H", "H", "H", "H", "H"], "coordinates": [[-0.027, -0.126, 2.633], [-0.434, -4.859, -0.961], [0.014, -4.480, 0.424], [0.526, -5.403, 1.325], [0.914, -4.998, 2.594], [0.760, -3.659, 2.893], [1.259, -2.966, 4.599], [0.274, -2.764, 2.072], [-0.091, -3.159, 0.853], [-0.308, -5.927, -1.141], [0.135, -4.314, -1.717], [-1.485, -4.605, -1.105], [0.620, -6.445, 1.040], [1.315, -5.694, 3.317], [-0.512, -2.368, 0.241], [-2.664, 3.963, 3.801], [-2.572, 2.632, 3.749], [-3.767, 2.113, 4.020], [-2.218, 2.274, 2.517], [-1.357, 2.007, 4.984], [-1.378, 0.575, 4.801], [-1.777, 2.534, 6.246], [-0.088, 2.699, 4.375], [1.390, 2.266, 4.638], [1.732, 2.056, 6.014], [1.898, 1.329, 3.670], [2.205, 3.845, 4.157], [1.861, 4.211, 2.920], [1.882, 4.829, 4.996], [3.530, 3.679, 4.191], [-0.587, 2.588, -3.372], [-0.228, 1.376, -4.187], [-0.689, 1.234, -5.492], [-0.322, 0.153, -6.281], [0.521, -0.819, -5.767], [0.967, -0.713, -4.458], [0.598, 0.369, -3.663], [1.071, 0.457, -2.330], [0.290, 0.136, -1.197], [-1.014, -0.081, -1.482], [-2.199, -0.376, -0.704], [-2.148, -0.739, 0.650], [-3.410, -1.078, 1.168], [-4.606, -1.012, 0.461], [-4.584, -0.627, -0.870], [-3.377, -0.312, -1.480], [-3.382, 0.076, -2.942], [0.839, 0.031, -0.040], [2.204, 0.273, 0.158], [3.013, -0.808, 0.523], [4.343, -0.630, 0.869], [4.889, 0.644, 0.869], [4.087, 1.726, 0.534], [2.750, 1.570, 0.181], [1.900, 2.774, -0.114], [-1.117, 3.316, -3.985], [0.311, 3.054, -2.968], [-1.217, 2.330, -2.519], [-1.336, 2.001, -5.902], [-0.691, 0.075, -7.297], [0.816, -1.666, -6.373], [1.599, -1.481, -4.028], [2.033, 0.180, -2.199], [-1.204, -0.060, -2.469], [-3.487, -1.393, 2.210], [-5.548, -1.265, 0.940], [-5.500, -0.571, -1.450], [-4.402, 0.059, -3.329], [-2.794, -0.610, -3.566], [-2.987, 1.083, -3.110], [2.557, -1.791, 0.559], [4.944, -1.483, 1.159], [5.921, 0.801, 1.157], [4.498, 2.729, 0.573], [2.362, 3.677, 0.281], [0.907, 2.666, 0.326], [1.769, 2.897, -1.190]], "atomic_forces_ev_per_a": [[-0.3, -0.1, -0.5], [0.0, 0.0, 0.0], [0.0, 0.0, -0.1], [0.0, 0.0, 0.1], [0.0, -0.1, 0.0], [0.1, 0.1, 0.2], [0.1, -0.2, 0.1], [0.1, -0.2, -0.2], [0.0, -0.1, 0.0], [0.0, 0.0, 0.0], [0.0, 0.0, 0.0], [0.0, 0.0, 0.0], [0.0, 0.0, 0.0], [0.0, 0.0, 0.0], [0.0, 0.0, 0.0], [0.0, 0.0, 0.0], [0.1, 0.0, 0.0], [-0.1, 0.0, 0.0], [0.0, 0.0, 0.0], [-0.2, 0.1, 0.2], [0.1, 0.0, 0.1], [0.0, 0.0, 0.0], [0.0, 0.0, -0.2], [0.3, 0.3, 0.3], [0.0, 0.0, 0.0], [0.1, -0.1, -0.1], [-0.1, 0.0, 0.0], [0.0, 0.0, 0.0], [0.0, 0.0, 0.0], [0.1, 0.0, 0.0], [0.0, -0.1, 0.0], [0.1, 0.0, 0.0], [0.0, 0.0, 0.0], [0.0, 0.0, 0.0], [0.0, 0.0, 0.0], [0.0, 0.0, 0.0], [-0.1, 0.0, 0.0], [0.0, 0.0, 0.0], [0.1, -0.1, 0.0], [0.0, 0.1, -0.1], [-0.2, -0.1, 0.2], [0.2, 0.1, -0.4], [-0.1, 0.2, 0.2], [0.0, -0.1, 0.0], [0.0, 0.0, 0.0], [0.0, 0.0, 0.0], [0.0, 0.0, 0.0], [-0.3, 0.1, 0.1], [0.0, 0.1, 0.1], [0.0, 0.0, 0.0], [0.0, 0.0, 0.0], [0.0, 0.0, 0.0], [0.0, -0.1, 0.0], [0.0, 0.0, 0.0], [0.0, -0.1, 0.0], [0.0, 0.0, 0.0], [0.0, 0.0, 0.0], [0.0, 0.0, 0.0], [0.0, 0.0, 0.0], [0.0, 0.0, 0.0], [0.0, 0.0, 0.0], [0.0, 0.0, 0.0], [0.0, 0.0, 0.0], [0.0, 0.0, 0.0], [0.1, 0.0, 0.0], [0.0, 0.0, 0.0], [0.0, 0.0, 0.0], [0.0, 0.0, 0.0], [0.0, 0.0, 0.0], [0.0, 0.0, 0.0], [0.0, 0.0, 0.0], [0.0, 0.0, 0.0], [0.0, 0.0, 0.0], [0.0, 0.0, 0.0], [0.0, 0.0, 0.0], [0.0, 0.0, 0.0], [-0.1, 0.0, 0.0]], "lowdin_charge": [0.68, -0.04, -0.24, -0.03, -0.11, -0.74, 0.76, -0.01, -0.09, 0.07, 0.08, 0.09, 0.11, 0.10, 0.08, 0.13, -0.68, 0.14, 0.13, 0.57, -0.37, -0.26, -0.30, 0.56, -0.27, -0.37, -0.68, 0.13, 0.14, 0.13, -0.03, -0.22, -0.05, -0.09, -0.09, -0.02, -0.23, 0.13, -0.36, 0.13, -0.24, -0.12, -0.18, -0.13, -0.10, -0.24, -0.06, 0.09, -0.28, -0.03, -0.10, -0.10, -0.05, -0.22, -0.03, 0.08, 0.07, 0.08, 0.11, 0.10, 0.10, 0.11, 0.14, 0.08, 0.07, 0.08, 0.09, 0.07, 0.08, 0.06, 0.10, 0.10, 0.09, 0.11, 0.07, 0.09, 0.06]}